(1)
Here is a cluster of 8 separate species, C6H30NO7 in total from the OMol25 dataset. Energies are from ωB97M-V/def2-TZVPD.

Computed properties:
energy relative to the best compared isomer or geometry (same formula, charge and spin): 1.667 eV
DFT total energy: -22526.2305 eV
HOMO: -13.4 eV
charge: +1
E_LUMO: -2.7 eV

Positions of all 44 atoms, in Å:
C: 3.278 0.741 0.072
C: 1.861 0.170 0.004
C: 1.286 0.179 -1.410
C: 0.479 1.452 -1.785
C: -0.782 1.086 -2.587
C: -1.763 0.195 -1.832
N: -2.286 0.968 -0.674
H: 3.218 1.787 -0.249
H: 3.671 0.733 1.085
H: 3.898 0.243 -0.666
H: 1.180 0.764 0.619
H: 1.844 -0.827 0.431
H: 2.068 0.152 -2.174
H: 0.763 -0.756 -1.607
H: 0.242 1.954 -0.839
H: 1.073 2.143 -2.351
H: -1.314 1.989 -2.915
H: -0.421 0.688 -3.537
H: -1.292 -0.733 -1.556
H: -2.570 -0.015 -2.507
H: -2.730 0.360 0.004
H: -1.452 1.290 -0.174
H: -2.924 1.743 -0.834
H: -1.088 -3.586 -1.573
H: 0.352 -3.743 -1.049
O: -0.210 -3.202 -1.605
H: -0.529 -1.646 4.823
H: -0.255 -2.888 3.964
O: -0.564 -1.981 3.921
H: 1.758 -2.746 -2.396
H: 3.280 -2.867 -2.729
O: 2.635 -2.712 -2.038
H: -0.002 0.788 3.164
H: -1.242 -0.027 2.870
O: -0.828 0.814 2.634
H: -3.774 -1.869 0.312
H: -4.476 -1.530 -1.101
O: -3.820 -1.287 -0.446
H: 2.484 0.787 3.840
H: 1.542 1.768 4.471
O: 1.549 0.919 4.019
H: -1.409 2.144 1.684
H: -1.157 3.633 1.611
O: -1.572 2.927 1.105

***

(2)
Here is a cluster of 9 separate species, C6H30O12 in total from the OMol25 dataset. Energies are from ωB97M-V/def2-TZVPD.

Computed properties:
energy relative to the best compared isomer or geometry (same formula, charge and spin): 1.852 eV
SMILES: OCCO.OCCO.OCCO.O.O.O.O.O.O
DFT total energy: -31277.5619 eV
HOMO: -10.3 eV
E_LUMO: 0.0 eV

Positions of all 48 atoms, in Å:
O: 0.625 -0.907 -0.108
C: 0.549 0.541 -0.124
C: 0.809 0.947 1.314
O: -0.235 0.402 2.155
H: 0.593 -1.180 -1.035
H: 1.318 0.900 -0.813
H: -0.431 0.832 -0.509
H: 0.793 2.026 1.441
H: 1.741 0.475 1.623
H: 0.045 -0.516 2.265
O: 0.980 -1.877 -2.994
C: 0.191 -2.890 -3.648
C: -0.319 -2.339 -4.967
O: -1.279 -1.315 -4.768
H: 1.651 -2.308 -2.459
H: 0.904 -3.699 -3.862
H: -0.620 -3.359 -3.086
H: -0.742 -3.197 -5.494
H: 0.489 -1.939 -5.586
H: -0.987 -0.785 -4.020
O: -2.996 0.698 1.560
C: -3.478 1.523 0.510
C: -3.356 2.981 0.862
O: -1.981 3.374 0.889
H: -2.031 0.702 1.483
H: -2.876 1.329 -0.388
H: -4.508 1.279 0.257
H: -3.826 3.151 1.839
H: -3.906 3.611 0.150
H: -1.976 4.266 1.247
O: -1.378 -2.328 2.709
H: -2.188 -1.973 3.095
H: -1.535 -2.316 1.758
O: -0.556 2.694 3.994
H: -0.548 2.028 3.289
H: -0.506 3.537 3.533
O: 3.933 1.907 -0.302
H: 4.405 1.811 0.532
H: 3.789 1.001 -0.602
O: 0.877 -3.636 3.835
H: 0.237 -3.006 3.459
H: 0.815 -3.524 4.787
O: 2.620 -2.151 1.767
H: 2.200 -2.098 0.899
H: 2.012 -2.681 2.301
O: 3.253 2.859 -3.082
H: 4.063 2.602 -3.532
H: 3.365 2.547 -2.175

***

(3)
Here is a cluster of 10 separate species, C6H31NO10 in total from the OMol25 dataset. Energies are from ωB97M-V/def2-TZVPD.

Computed properties:
energy relative to the best compared isomer or geometry (same formula, charge and spin): 3.915 eV
SMILES: CN[C@H](C=O)C(C)C.O.O.O.O.O.O.O.O.O
DFT total energy: -28687.6969 eV
HOMO: -9.1 eV
E_LUMO: -0.1 eV

Positions of all 48 atoms, in Å:
C: 0.960 0.267 -2.120
N: 0.917 1.086 -0.830
C: -0.416 1.084 -0.214
C: -1.570 1.765 -0.887
O: -1.951 1.605 -2.025
C: -0.401 1.390 1.291
C: -0.881 0.192 2.104
C: 0.952 1.946 1.799
H: 1.550 0.799 -2.856
H: -0.027 0.031 -2.531
H: 1.714 -0.515 -1.849
H: 1.365 1.976 -0.997
H: -0.634 -0.039 -0.302
H: -2.288 2.297 -0.212
H: -1.138 2.185 1.511
H: -1.784 -0.299 1.718
H: -1.345 0.365 3.073
H: -0.005 -0.548 2.124
H: 0.794 2.220 2.843
H: 1.750 1.168 2.046
H: 1.403 2.820 1.347
O: -2.969 -2.468 1.379
H: -3.849 -2.827 1.515
H: -2.717 -2.285 0.465
O: 3.956 -1.715 -2.932
H: 4.732 -1.370 -2.476
H: 3.367 -2.047 -2.249
O: -1.131 -3.935 2.748
H: -1.203 -4.401 1.898
H: -1.569 -3.104 2.492
O: -3.007 -1.036 -1.117
H: -2.992 -0.746 -2.038
H: -3.727 -0.741 -0.562
O: -4.844 0.802 -1.245
H: -4.042 1.327 -1.312
H: -5.530 1.023 -0.613
O: 4.176 1.878 0.291
H: 3.860 0.991 0.489
H: 4.940 2.274 0.705
O: -0.508 -4.476 -0.072
H: -0.896 -4.806 -0.892
H: 0.218 -3.910 -0.358
O: 3.031 -0.929 1.440
H: 3.214 -1.122 0.523
H: 2.246 -0.422 1.649
O: 3.015 4.460 0.043
H: 3.241 3.633 -0.404
H: 3.047 4.338 0.993

***

(4)
Here is a cluster of 11 separate species, C6H31NO10 in total from the OMol25 dataset. Energies are from ωB97M-V/def2-TZVPD.

Computed properties:
energy relative to the best compared isomer or geometry (same formula, charge and spin): 2.417 eV
SMILES: C=N/C=C/CCC.O.O.O.O.O.O.O.O.O.O
DFT total energy: -28689.1942 eV
HOMO: -9.1 eV
E_LUMO: 0.1 eV

Positions of all 48 atoms, in Å:
C: 1.938 -0.501 -1.491
N: 1.943 -0.470 -0.229
C: 0.823 -0.799 0.594
C: -0.436 -0.448 0.373
C: -1.436 -0.547 1.506
C: -2.951 -0.402 1.115
C: -3.306 0.338 -0.198
H: 1.109 -0.653 -2.187
H: 2.880 -0.239 -1.962
H: 1.176 -1.267 1.494
H: -0.842 -0.024 -0.534
H: -1.271 0.281 2.188
H: -1.391 -1.564 1.890
H: -3.452 0.115 1.933
H: -3.415 -1.388 1.025
H: -4.361 0.141 -0.370
H: -3.186 1.410 -0.034
H: -2.701 0.068 -1.060
O: 2.891 -0.395 3.285
H: 3.142 -1.335 3.205
H: 1.964 -0.566 3.053
O: -1.053 2.408 0.925
H: -0.969 3.330 1.175
H: -0.515 2.118 0.172
O: 3.860 1.899 -0.168
H: 3.675 0.968 0.020
H: 3.173 2.354 0.358
O: -0.675 2.164 -1.850
H: 0.031 2.566 -2.377
H: -1.517 2.597 -2.018
O: 2.043 2.693 1.820
H: 1.209 2.228 1.975
H: 2.672 2.229 2.390
O: 1.932 2.451 -2.310
H: 2.852 2.771 -2.286
H: 1.910 2.320 -1.345
O: -1.233 -0.359 -3.237
H: -1.894 -0.221 -3.920
H: -0.938 0.493 -2.880
O: 0.642 -3.773 -0.789
H: -0.117 -3.394 -1.254
H: 1.071 -2.948 -0.516
O: -1.941 -2.511 -1.661
H: -1.659 -1.784 -2.248
H: -2.863 -2.350 -1.441
O: 0.538 -3.027 2.758
H: -0.147 -3.544 3.187
H: 0.794 -3.433 1.923

***

(5)
Here is a cluster of 10 separate species, C6H31NO10 in total from the OMol25 dataset. Energies are from ωB97M-V/def2-TZVPD.

Computed properties:
energy relative to the best compared isomer or geometry (same formula, charge and spin): 3.627 eV
DFT total energy: -28680.2264 eV
2S+1: 2
HOMO (spin up / spin down): -13.5 / -13.5 eV
charge: +1
E_LUMO (spin up / spin down): -3.6 / -7.9 eV

Positions of all 48 atoms, in Å:
C: -2.397 -0.328 -3.615
O: -3.351 -0.654 -2.603
C: -1.101 -0.775 -3.013
C: -0.742 0.252 -1.906
C: 0.775 0.521 -1.889
N: 1.920 -1.024 1.415
C: 1.646 -0.230 0.258
C: 1.406 -0.589 -1.008
H: -2.610 -0.916 -4.461
H: -2.474 0.653 -3.940
H: -3.969 0.057 -2.217
H: -1.065 -1.844 -2.702
H: -0.317 -0.803 -3.893
H: -1.134 -0.031 -0.959
H: -1.173 1.235 -2.140
H: 1.002 1.526 -1.418
H: 1.184 0.505 -2.922
H: 1.663 -2.009 1.326
H: 1.480 -0.658 2.208
H: 1.452 0.859 0.482
H: 1.327 -1.561 -1.399
H: 3.301 3.461 1.984
H: 3.111 2.319 0.982
O: 2.648 3.024 1.397
H: 4.250 0.957 -0.451
H: 4.698 0.499 0.884
O: 4.463 1.318 0.367
H: -1.819 2.430 0.764
H: -2.383 0.937 1.384
O: -2.330 1.927 1.296
H: 0.979 2.361 1.709
H: -0.401 2.468 1.973
O: 0.280 1.807 2.108
H: -1.815 -0.437 3.225
H: -0.548 0.383 2.689
O: -0.848 -0.479 2.917
H: 4.861 -1.434 0.882
H: 3.950 -0.990 1.901
O: 4.838 -0.818 1.633
H: -3.456 -1.184 1.033
H: -4.027 0.068 1.779
O: -3.267 -0.546 1.767
H: -0.524 -1.471 0.495
H: -0.815 -1.962 2.015
O: -0.624 -2.208 1.057
H: -2.156 -2.442 0.080
H: -2.935 -1.912 -1.136
O: -2.956 -2.265 -0.339